(1)
19
Properties=species:S:1:pos:R:3:forces:R:3 method="wB97M-V/def2-TZVPD" de_lowest_ev=2.4880 e_lumo_ha=-0.229 homo_lumo_gap_ha=0.327 e_homo_ev=-15.12 energy_ha=-481.363537 total_charge=+2 spin_multiplicity=1
C -3.353 1.261 2.235 -1.45 -0.17 -0.56
N -2.313 1.534 2.595 0.84 -1.52 -1.19
N -1.922 3.156 3.902 0.24 1.82 0.82
N -1.160 3.946 3.240 -2.04 0.12 -0.51
N -2.287 1.614 5.380 -3.02 -2.38 2.96
N 4.154 -3.447 -7.163 -5.36 2.03 -2.43
N 2.987 -4.930 -6.052 -2.13 -5.48 3.48
N -1.479 2.489 4.844 3.52 2.99 1.18
N 3.023 -4.018 -6.805 1.39 5.69 -4.02
H -4.373 1.118 1.946 0.01 -0.20 -0.12
H -0.207 4.118 3.407 1.36 0.19 0.16
H -1.728 4.400 2.539 0.78 0.42 -0.23
H -2.559 1.733 6.443 0.78 0.12 -2.93
H -3.078 1.630 4.716 0.05 -0.65 1.22
H 5.025 -3.784 -6.949 2.72 -1.09 0.70
H 3.976 -2.692 -7.939 0.83 -2.01 2.18
H 2.005 -5.361 -5.834 2.36 1.06 -0.46
H 3.818 -5.442 -5.776 0.21 -0.23 0.50
H -0.529 2.675 5.271 -1.09 -0.71 -0.74



(2)
14
Properties=species:S:1:pos:R:3:forces:R:3 method="wB97M-V/def2-TZVPD" de_lowest_ev=0.3959 e_lumo_ha=-0.117 homo_lumo_gap_ha=0.460 e_homo_ev=-15.71 energy_ha=-249.095865 total_charge=+1 spin_multiplicity=1
C -0.175 -0.289 1.426 0.42 0.47 1.22
N -0.957 0.132 0.229 0.22 0.14 0.19
H 0.659 0.394 1.584 -0.04 0.06 -0.38
H 0.242 -1.287 1.356 -0.35 -0.13 -0.35
H -0.762 -0.176 2.333 -0.27 -0.33 -0.15
H -0.381 0.871 -0.230 -0.10 -0.27 -0.36
H -1.113 -0.664 -0.390 0.11 0.08 -0.26
H -1.843 0.581 0.470 0.09 -0.34 0.06
H 1.599 2.295 -0.565 0.22 -0.72 0.40
H 0.384 2.990 -0.897 -0.68 -0.38 0.31
O 0.649 2.183 -0.416 0.55 1.30 -0.79
H 0.026 -2.904 -1.821 0.33 0.56 0.16
H 1.312 -2.082 -1.578 0.29 -0.11 -0.10
O 0.359 -2.044 -1.501 -0.77 -0.33 0.07